Record 1
19
Properties=species:S:1:pos:R:3:forces:R:3:mulliken_charge:R:1 method="wB97M-V/def2-TZVPD" homo_energy_ev=-9.7 largest_force_ev_per_a=1.77 total_charge=0 smiles="CC(C)CCC=O" e_tot_ev=-8462.998 lumo_ev=0.9
H 2.679111 -0.983007 0.867269 0.19 -0.29 0.61 0.4064
H -0.317297 0.429424 -1.292412 -0.11 -0.46 0.11 0.2372
H 1.740276 -0.126992 2.151796 0.47 0.29 -0.16 0.3231
C -2.498303 1.536205 -0.590882 0.00 -0.90 0.65 -0.0236
H 0.686444 -2.618690 -0.593899 -0.09 -0.37 0.25 0.2665
H 0.483987 -1.277927 -1.705185 0.40 -0.41 0.19 0.3448
H 2.071380 -1.608951 -0.948861 -0.02 -0.02 -0.24 0.3203
H -0.031345 -1.075353 1.082870 0.32 -0.09 -0.38 0.2444
O -2.302491 2.617235 -1.067884 0.10 -0.02 -0.02 -0.4644
H -3.407163 0.928336 -0.772848 -0.40 0.51 -0.43 0.2842
C 1.948302 -0.212208 1.081778 -0.67 -0.20 -0.55 -1.4444
C -1.583991 0.748919 0.329894 0.35 0.84 1.02 -0.5218
C 0.639799 -0.617117 0.334988 0.26 1.04 0.55 0.8425
C -0.153209 0.610665 -0.217416 -0.66 -0.42 -1.59 -0.9371
H 0.341027 1.575527 -0.395901 0.24 -0.10 1.28 0.3702
H -2.064001 -0.206942 0.537456 0.18 -0.33 -0.50 0.3599
H 2.395078 0.683080 0.636972 -0.29 0.15 0.37 0.3239
C 0.995751 -1.603070 -0.782740 -0.51 0.52 -0.67 -1.2484
H -1.623362 1.200870 1.345000 0.23 0.25 -0.49 0.3163

---

Record 2
19
Properties=species:S:1:pos:R:3:forces:R:3:mulliken_charge:R:1 method="wB97M-V/def2-TZVPD" homo_energy_ev=-9.4 largest_force_ev_per_a=5.40 total_charge=0 smiles="CCCCCC=O" e_tot_ev=-8461.971 lumo_ev=1.1
C -0.902117 -0.149974 0.426124 -1.58 4.83 -1.82 -0.5182
C 1.535588 0.052139 -0.237231 0.37 3.86 0.52 -0.5078
C -2.177030 -1.795299 -0.966637 -1.90 -0.84 -1.16 -1.2301
O 1.305644 2.277150 0.754142 -0.02 0.04 0.04 -0.4658
H 1.279168 0.633381 -1.175529 -0.46 -1.26 0.86 0.2658
H -2.394124 0.289984 -1.366063 -0.16 -0.19 1.84 0.3584
C 0.490370 -0.735047 0.491756 -1.03 -1.66 0.88 -0.5458
H 0.555653 -1.704618 -0.021833 -0.68 -0.19 0.53 0.3200
H 2.603186 0.952778 1.461345 0.98 -0.17 1.34 0.4098
H -0.902450 1.080795 0.517923 0.71 -2.87 -0.24 0.1450
H -1.001802 -0.098680 -2.014687 -0.34 -1.58 3.05 0.1732
H -1.601515 -0.300433 1.263363 0.42 -0.97 -0.33 0.5050
H 2.427664 -0.498347 -0.429209 0.66 -0.57 -0.02 0.3281
C 1.852633 1.208234 0.753978 -0.45 -0.50 -1.85 -0.1140
H -1.538497 -2.636499 -0.927098 1.62 -0.54 -0.03 0.3390
H -2.746174 -1.987731 -1.904263 0.05 0.20 0.60 0.3440
H 0.650921 -0.938139 1.610940 0.66 0.40 -1.59 0.2515
H -2.836690 -2.040473 -0.116450 -0.13 0.73 -0.24 0.2854
C -1.622859 -0.408258 -0.956587 1.27 1.30 -2.35 -0.3436

---

Record 3
19
Properties=species:S:1:pos:R:3:forces:R:3:mulliken_charge:R:1 method="wB97M-V/def2-TZVPD" homo_energy_ev=-9.5 largest_force_ev_per_a=0.28 total_charge=0 smiles=CC[C@H]1CCCO1 e_tot_ev=-8463.942 lumo_ev=1.1
C 2.535696 -0.357642 0.080561 0.05 -0.02 0.05 -1.2371
H -1.316778 2.041601 -0.357409 0.05 -0.16 -0.03 0.3479
H 3.467888 -0.353010 -0.493360 -0.14 0.00 0.06 0.3750
H 1.172570 -0.165533 -1.586615 0.01 0.06 0.13 0.2968
O -0.198511 -0.765966 0.759941 0.03 -0.05 0.06 -0.4246
H -1.888577 -1.889795 0.894474 0.05 0.09 -0.12 0.2953
H -2.956399 -0.121770 -0.912604 0.11 0.03 0.11 0.3265
H -2.688339 0.401002 0.763527 0.06 -0.05 -0.11 0.2612
C -1.082564 0.996440 -0.579929 0.03 0.05 -0.03 -0.7430
H 2.246661 -1.395241 0.268664 0.08 0.15 -0.01 0.2810
H 1.737871 1.378894 -0.952628 -0.07 -0.13 0.04 0.3176
C 1.416317 0.370053 -0.658186 -0.02 0.01 -0.05 -0.4772
H -0.911218 0.919625 -1.660635 0.01 -0.02 0.16 0.3198
C -1.399944 -1.226707 0.174102 -0.24 -0.12 -0.08 -0.4580
H 0.379162 1.162206 1.044592 -0.03 -0.09 -0.10 0.3180
C 0.156770 0.499421 0.195928 0.09 0.20 -0.07 0.1210
H -1.195232 -1.803765 -0.742659 -0.01 0.09 0.10 0.2659
H 2.731564 0.108718 1.053388 0.00 -0.04 -0.14 0.3078
C -2.194610 0.035298 -0.143126 -0.05 0.00 0.03 -0.4942